No. 1
C3H8 | ωB97M-V/def2-TZVPD

Each line ends with the Mulliken charge.
Geometry (Å):
C (-1.464, 3.607, -0.706)  -0.90
H (-0.636, 4.254, -0.981)  0.22
H (-2.429, 4.025, -1.015)  0.23
H (-1.613, 3.463, 0.361)  0.23
H (-1.339, 2.670, -1.245)  0.22
C (1.682, -2.899, 1.115)  -0.47
C (0.864, -3.083, 0.062)  -0.47
H (1.152, -2.661, 2.028)  0.22
H (2.729, -3.177, 1.047)  0.26
H (-0.175, -3.271, 0.278)  0.22
H (1.230, -2.928, -0.944)  0.25

## Properties
* lowest unoccupied orbital energy: 1.16 eV
* frontier orbital gap: 10.816 eV
* SMILES: C=C.C
* 2S+1: 1
* energy above the lowest of the compared OMol25 structures with the same formula, charge and spin: 37.3 kcal per mole



No. 2
C3H8BNO | ωB97M-V/def2-TZVPD

Each line ends with the Mulliken charge.
Geometry (Å):
B (0.487, -0.906, 0.260)  0.36
C (-1.288, 0.695, 0.233)  -0.26
C (1.898, -0.240, -0.306)  -0.59
C (-1.248, -0.760, -0.084)  -0.76
N (-0.076, 1.310, -0.262)  -0.32
O (0.903, 0.537, 0.461)  -0.21
H (0.734, -1.552, 1.205)  -0.15
H (-2.011, -1.370, 0.419)  0.33
H (-2.109, 1.288, -0.118)  0.35
H (-1.163, 0.873, 1.410)  0.22
H (2.717, -0.434, 0.457)  0.16
H (2.311, 0.265, -1.069)  0.40
H (-1.381, -0.835, -1.299)  0.19
H (0.226, 1.130, -1.306)  0.28

## Properties
* lowest unoccupied orbital energy: 0.89 eV
* frontier orbital gap: 10.322 eV
* 2S+1: 1
* energy above the lowest of the compared OMol25 structures with the same formula, charge and spin: 139.6 kcal per mole



No. 3
C3H8BO2P | ωB97M-V/def2-TZVPD

Each line ends with the Mulliken charge.
Geometry (Å):
B (0.018, 0.833, 0.221)  0.75
C (1.535, -1.297, -0.617)  -0.38
C (-1.135, -1.267, -0.045)  -0.38
C (-0.345, 2.201, 0.949)  -0.88
O (1.250, 0.379, -0.041)  -0.63
O (-1.033, 0.110, -0.081)  -0.54
P (-0.031, -1.840, -1.521)  0.01
H (2.311, -1.025, -1.276)  0.29
H (1.839, -1.808, 0.231)  0.34
H (-0.663, -1.666, 0.911)  0.26
H (-2.173, -1.607, -0.166)  0.32
H (-0.344, 3.229, 0.446)  0.28
H (0.223, 2.212, 1.920)  0.27
H (-1.397, 2.084, 1.171)  0.25
H (-0.055, -0.536, -2.103)  0.05

## Properties
* lowest unoccupied orbital energy: 0.73 eV
* frontier orbital gap: 9.951 eV
* 2S+1: 1
* energy above the lowest of the compared OMol25 structures with the same formula, charge and spin: 15.8 kcal per mole



No. 4
C3H8Br2N | ωB97M-V/def2-TZVPD

Each line ends with the Mulliken charge.
Geometry (Å):
C (-1.487, 0.780, 0.240)  -1.17
C (-0.633, -0.045, -0.720)  -0.16
Br (-1.079, -1.931, -0.613)  -0.05
C (0.831, 0.147, -0.443)  -0.37
N (1.236, -0.583, 0.785)  -0.27
Br (1.981, -0.499, -1.855)  0.01
H (-1.101, 0.775, 1.255)  0.32
H (-2.499, 0.415, 0.257)  0.39
H (-1.464, 1.808, -0.100)  0.36
H (-0.828, 0.278, -1.727)  0.48
H (1.033, 1.199, -0.332)  0.41
H (2.236, -0.466, 0.976)  0.38
H (0.714, -0.287, 1.616)  0.34
H (1.061, -1.591, 0.660)  0.33

## Properties
* lowest unoccupied orbital energy: -3.65 eV
* frontier orbital gap: 10.931 eV
* SMILES: C[C@H](Br)[C@@H]([NH3+])Br
* 2S+1: 1
* energy above the lowest of the compared OMol25 structures with the same formula, charge and spin: 0.0 kcal per mole
* charge: +1



No. 5
C3H8BrN2 | ωB97M-V/def2-TZVPD

Each line ends with the Mulliken charge.
Geometry (Å):
C (-0.631, -0.217, 0.073)  0.74
C (1.416, 0.615, -0.873)  -1.04
C (-2.148, -0.837, 0.006)  -0.74
N (0.051, 0.135, -0.968)  -0.07
N (-0.179, -0.148, 1.309)  -0.35
Br (-2.791, -0.840, -1.834)  -0.13
H (1.456, 1.573, -0.350)  0.37
H (2.036, -0.110, -0.341)  0.37
H (1.824, 0.748, -1.870)  0.34
H (-2.805, -0.212, 0.605)  0.43
H (-2.114, -1.862, 0.366)  0.43
H (-0.384, 0.065, -1.884)  0.17
H (-0.751, -0.464, 2.077)  0.23
H (0.717, 0.265, 1.527)  0.23

## Properties
* lowest unoccupied orbital energy: -3.21 eV
* frontier orbital gap: 11.414 eV
* SMILES: CNC(=[NH2+])CBr
* 2S+1: 1
* energy above the lowest of the compared OMol25 structures with the same formula, charge and spin: 0.0 kcal per mole
* charge: +1



No. 6
C3H8BrN2O | ωB97M-V/def2-TZVPD

Each line ends with the Mulliken charge.
Geometry (Å):
C (-0.373, 1.019, -0.045)  0.20
C (1.303, -1.632, -0.177)  -0.87
C (1.392, -0.440, 0.659)  -0.35
N (-1.564, 0.625, 0.271)  -0.01
N (0.127, 2.181, -0.316)  -0.28
O (-2.576, 1.623, 0.242)  -0.41
Br (2.880, 0.539, 0.126)  0.00
H (1.962, -2.438, 0.162)  0.38
H (1.274, -1.534, -1.287)  0.37
H (0.311, -2.268, 0.106)  0.27
H (1.040, -0.285, 1.584)  0.59
H (-1.902, -0.054, 0.918)  0.31
H (1.027, 2.055, -0.727)  0.19
H (-0.324, 3.049, -0.090)  0.25
H (-3.350, 1.076, 0.102)  0.35

## Properties
* lowest unoccupied orbital energy (spin up / spin down): -5.01 / -5.01 eV
* frontier orbital gap (spin up / spin down): 8.695 / 8.694 eV
* 2S+1: 1
* energy above the lowest of the compared OMol25 structures with the same formula, charge and spin: 85.3 kcal per mole
* charge: +1